The following is a DFT calculation (the ωB97M-V functional and the def2-TZVPD basis) of 10 unconnected molecules or ions with the total composition C49H113N13O10 in a non-equilibrium geometry.

The geometry in XYZ format:
```
185
Properties=species:S:1:pos:R:3:forces:R:3
H -0.9939 -3.3538 4.0038 0.76 0.48 0.31
N 1.7914 -0.3512 -2.8129 -0.76 -0.29 -0.80
H 0.4491 -2.0315 3.0354 -0.17 0.57 0.28
H -2.3927 3.3005 -0.2077 0.04 -0.59 -0.56
C -3.5613 3.7051 -2.7361 -0.54 -0.83 0.80
H 2.3784 -1.2267 5.0660 -0.26 0.59 -0.69
H 3.8992 -3.4994 -2.3313 0.16 0.36 0.61
H -3.5992 0.4190 1.8925 -0.42 -0.58 -0.89
H 3.3138 -0.6660 -0.0151 -0.30 -0.75 0.93
H -5.9126 0.7356 -0.8215 0.73 -0.22 -1.25
H -5.0846 -1.0306 0.6457 0.16 -0.33 0.43
N 2.9471 -0.2610 -0.8508 1.35 1.45 -0.03
C 3.5825 -5.9709 -3.3201 2.29 0.55 0.70
H 1.4703 -4.1611 2.9097 -0.16 0.06 -0.45
H -2.2548 -4.3458 3.5721 -0.36 0.35 -0.77
N -3.5590 5.8867 -1.5881 -0.11 1.07 0.80
H -0.6884 -4.8987 -1.2019 -0.10 0.73 -0.12
H 6.6645 4.5453 1.1506 1.00 0.27 -0.10
C 0.9222 -5.8765 -2.2905 -0.02 1.82 0.70
C -1.8547 -3.3429 3.3645 -0.82 0.32 0.45
C 2.9716 -1.7179 4.2835 -0.70 -1.04 0.81
H 3.8134 -4.1398 3.5098 -0.09 0.49 0.20
H -2.5602 3.4410 -2.3988 -0.29 -0.43 -0.10
C -4.9158 -1.0939 2.8460 0.72 0.65 -1.02
H -1.2519 7.7967 -0.1091 0.25 -0.29 0.40
H -0.2270 -6.2893 -0.4160 -0.05 -1.28 0.48
H 4.4792 -5.9971 -4.0126 -0.97 -0.15 0.67
H 5.2049 6.7867 -0.1373 0.05 -0.15 -0.19
C -3.0984 3.9418 0.2883 -0.05 -0.56 0.62
H 3.5254 2.8237 0.8712 -0.33 0.76 -0.62
C 2.7672 -7.2475 -3.2585 -0.91 2.58 -1.41
H 3.8085 6.1375 -0.9193 0.04 0.59 -0.54
C 4.5946 -3.7713 2.8411 0.10 -1.64 1.74
C -4.0985 0.1972 2.8307 0.49 1.06 -1.13
C 1.8921 -7.0666 -2.0731 -1.71 0.40 -0.78
H 2.2167 6.2705 2.6733 -0.48 0.38 0.50
H -6.1733 4.0478 -2.4257 0.02 -0.26 -0.33
H -0.2320 5.9319 -1.7318 1.16 0.86 0.83
N -3.0378 -3.5776 -1.6796 0.19 0.93 1.20
H 2.6173 -0.2074 -3.3598 0.47 0.32 -0.05
C -0.0787 -6.1847 -3.4090 0.48 -2.42 0.87
C -5.7114 -1.1932 1.5372 0.80 1.72 -0.73
C -2.4096 5.2760 0.4336 1.63 1.28 -0.78
H 3.3535 0.6483 -1.0522 -0.35 -0.44 -0.54
H 0.6649 -3.9593 1.3201 -0.21 0.25 0.54
H -2.8563 -3.5227 -4.9240 0.21 0.20 0.11
H 3.9674 -5.8175 -2.2708 0.19 -0.24 -0.86
H 2.0653 -5.6147 -5.5558 0.13 -1.01 -0.08
H -4.2510 2.8265 -2.7934 0.92 0.43 -0.41
C 1.9927 -0.8682 -1.5652 -0.62 -0.49 1.72
H 0.9304 -2.8979 -2.3064 0.05 -0.60 0.27
H 0.4849 -6.6982 -4.2106 -0.77 0.25 0.16
N -2.8417 -2.2130 0.1546 0.82 0.74 -0.15
H -4.0796 -3.0728 5.2156 -0.36 -0.93 -0.03
H 4.9291 7.8284 1.1937 -0.18 0.26 0.50
H -3.0470 -1.9940 1.1258 -0.29 0.08 0.01
H 1.3923 -4.0913 -5.1355 0.49 0.04 -0.10
C 2.6024 -1.4070 2.8125 -2.04 1.37 0.77
C -4.4691 4.0787 -0.3950 1.07 -1.70 1.52
H 1.0500 -1.7040 1.3366 -0.50 0.74 0.43
H -3.9728 7.1797 -2.8591 0.29 -0.24 -0.22
C 5.0610 3.8999 -0.0647 2.37 -0.24 -1.71
O 4.8904 -1.0405 2.4401 0.03 0.23 -0.53
H -1.5886 7.9543 -1.7486 -0.74 0.15 -0.12
H 2.1016 0.4302 1.6569 -0.10 -0.36 1.14
C -3.2033 -3.4286 -0.2624 1.64 3.23 -4.87
H 5.3836 -0.6565 1.6895 -0.54 -0.27 0.41
H -6.2650 5.5865 -1.6483 0.91 -0.27 -0.17
H 3.2309 0.5988 3.0243 -0.39 0.39 0.12
H 2.5146 -7.0365 -1.2079 0.27 0.60 0.89
H 4.5105 -3.3852 -3.9531 -0.38 -0.13 -0.08
C 1.4536 -3.5662 1.9713 0.97 -1.17 1.08
H 0.5106 1.1635 -0.5154 -1.33 -0.15 0.19
C -3.5877 -1.7082 -4.4151 0.17 3.28 1.87
H 5.4975 3.5391 1.9514 -0.08 0.17 0.25
H -0.5595 1.0462 0.8264 -0.01 0.21 -0.77
H -2.3900 1.2432 3.7080 0.38 1.52 -0.42
N 3.7006 -1.6290 1.8562 0.07 -1.35 -0.18
N -3.5679 -2.8357 -5.0903 -0.80 -1.15 -1.19
H 5.3381 -3.2058 3.4475 -0.51 -0.36 -0.77
C 4.0205 -3.1065 1.6373 0.18 0.94 -0.58
C 5.1144 -3.1540 0.5676 -0.67 0.72 -0.86
H -1.5690 -0.7943 2.6131 0.16 -0.14 -0.48
C -2.7913 -2.1842 3.7735 0.23 0.40 -0.80
O 0.9301 -3.5841 -3.0095 -2.02 1.31 -0.33
H 3.3705 -8.0578 -3.1934 2.08 -2.54 0.55
H 5.3965 4.6509 -0.8133 -0.88 -0.35 0.02
C -5.6030 4.9637 -2.3036 -1.58 0.65 0.10
C -1.9612 -0.8509 3.6205 -2.56 -0.55 -0.31
C 2.2845 0.1271 2.7315 1.61 -0.53 -1.34
H -1.1171 -0.9718 4.2704 0.36 0.60 0.75
N -0.4720 1.2124 -0.1825 1.78 -0.05 1.56
H -2.3849 -2.8371 5.6448 0.66 -0.49 1.29
H 2.9972 -2.5760 -3.5203 -0.36 0.39 -0.20
H 4.9924 -4.7567 2.5437 0.50 0.52 -0.20
H -6.4338 -0.3754 1.4534 -0.27 -0.14 0.39
C 4.8836 5.6660 1.7390 2.35 -1.37 -0.02
C 3.6194 3.5926 0.0538 -1.38 0.48 0.25
H -2.9831 6.0176 0.9541 -0.58 0.07 0.96
C 0.1852 -5.4867 -0.9719 0.55 0.14 -1.17
H -2.6119 -2.8241 -2.2523 -0.48 -0.94 0.68
C 1.2528 -2.1173 2.3312 2.45 -0.14 -1.59
H 1.1491 -0.9312 -3.3323 -0.28 -0.02 -0.13
H 0.9040 3.9299 0.0030 0.13 0.17 -0.45
C -1.5261 0.7738 -0.9227 -0.80 1.51 3.67
H -3.5799 -1.5351 5.6819 0.10 0.82 0.53
C 1.4040 4.5290 0.7628 -0.30 -1.03 0.82
H -1.5674 -3.1013 2.3535 0.25 -0.81 -0.51
C 5.3248 5.8454 3.2200 1.04 1.60 -1.69
H -3.4586 4.2439 -3.6665 -0.16 -0.21 -0.41
N -1.3688 0.7863 -2.1867 -0.11 -1.52 -5.23
H -6.1864 -2.1261 1.4300 -0.73 -1.13 0.03
O -3.6422 -4.2463 0.4473 -1.71 -4.23 2.69
H 2.4488 -3.7427 0.1761 0.58 0.50 -1.41
C 2.8372 4.8970 0.4127 -0.59 0.18 1.21
H 5.1118 -4.1667 0.1353 0.47 0.37 0.15
C 2.7627 -3.8652 1.1795 -0.95 0.09 1.57
H 4.9822 6.8331 3.5423 -0.08 -0.36 0.41
H 2.3555 5.5303 -1.6254 -0.17 -0.18 0.22
H -0.8211 -6.8966 -2.9543 0.49 0.47 -0.70
H 6.4912 6.9295 1.0359 -1.06 0.21 0.08
H -5.4695 -0.5415 4.9125 -0.33 -0.22 -1.11
H 3.1126 -4.1784 -5.6971 -0.76 -0.50 0.32
C 5.6245 4.3423 1.2193 -1.62 1.67 1.85
H 6.4358 5.8506 3.2895 -0.61 0.04 -0.23
C -5.9041 -1.0437 3.9898 1.41 -0.87 2.91
N -3.9237 -2.1609 2.7863 0.81 -0.35 0.74
O -3.4011 6.3960 -2.8682 -0.58 1.71 -1.38
H -0.6014 -5.3502 -3.7988 -0.30 1.00 -0.17
H -1.4002 5.1838 0.9574 -1.29 0.09 -0.74
N -4.6116 -0.7371 -4.6050 0.11 -1.72 -0.54
H 2.2503 -7.4018 -4.2096 -0.28 0.09 0.16
C -2.0387 7.5759 -0.8270 0.92 -0.89 0.72
H 2.8936 -4.9386 1.3442 0.51 0.03 -0.28
O 2.8918 6.6223 2.0982 -0.77 0.10 -0.22
H -5.5326 -1.0161 -4.9473 0.64 -0.33 -0.15
H -1.9904 0.1136 -2.6851 0.46 0.85 0.00
C -2.9466 0.3576 3.7903 -0.18 -2.60 1.94
H 2.2386 6.8746 -0.4827 0.27 -0.54 0.36
H 1.4270 3.8575 1.6246 -0.03 0.04 0.25
H -4.2993 -3.0686 -5.7345 -0.10 -0.07 -0.03
H 2.7890 -2.7653 4.5753 0.25 0.17 -0.50
H 5.7155 3.0519 -0.2912 -0.56 -0.50 -0.55
C -3.2400 -2.4172 5.1915 -0.28 0.48 -0.65
C 3.5832 -3.4555 -3.3607 1.99 -0.04 0.21
O 1.2897 -1.7447 -1.0375 0.38 0.41 -1.11
N 3.4779 5.4014 1.6870 -0.49 -0.53 -0.45
C -2.2524 6.0185 -0.9474 -0.38 0.49 0.54
H -4.7798 -0.1830 -3.7873 0.41 0.33 0.59
H -0.4580 0.9068 -2.5916 0.20 -0.07 0.01
O -4.5861 -3.3966 2.8903 -0.23 -0.56 0.09
N 1.7122 -4.6234 -2.5988 1.63 -1.67 0.38
H -0.9662 4.3894 -1.7268 -0.57 1.43 -0.37
O -2.6371 0.6084 -0.4062 -0.19 -0.59 0.35
H 0.7255 5.3467 1.0077 0.36 0.27 -0.14
C 2.3173 -4.6889 -5.0933 0.33 1.68 0.54
O -5.4367 0.6527 -1.6891 0.21 0.48 1.15
H -2.7044 -1.4680 -0.5069 -0.04 0.12 0.19
H 4.8417 -2.4339 -0.2321 0.11 -0.49 0.11
H -5.5226 5.4908 -3.2474 -0.12 -0.18 -0.29
C -4.2401 4.6415 -1.7420 -1.14 0.04 -0.58
H 4.9930 5.0443 3.8059 -0.83 -1.00 1.00
H 3.9939 -1.4920 4.5468 0.34 0.09 -0.26
H -2.9020 8.1234 -0.4463 -0.21 -0.13 -0.51
H -4.5035 0.8963 -1.4688 -0.68 -0.41 0.10
C 2.7743 5.9363 -0.6984 0.76 -0.19 -0.70
H -6.7995 -0.5125 3.7560 -0.64 0.13 -0.34
H -3.3818 0.3301 4.7974 0.45 0.14 0.18
H 0.8967 -4.9371 -0.3652 -0.19 0.01 0.07
H -6.0947 -2.0529 4.4021 -0.42 0.34 -0.65
H -1.3751 5.7499 -2.8969 -0.48 -0.32 -0.36
H -4.9632 4.7380 0.2994 -0.76 0.72 -0.28
H -4.1844 -3.9352 2.1780 -0.24 0.23 -0.20
H -4.8344 0.9823 2.9089 -0.16 0.63 0.39
H -3.2172 3.4838 1.2658 -0.06 -0.03 0.31
O -2.6571 -1.4119 -3.6361 -0.58 -0.33 -0.50
C -1.1902 5.5084 -1.8649 1.35 -2.76 0.08
H -5.1121 3.1513 -0.4298 1.04 0.67 -0.04
H 6.0879 -2.8176 0.9533 -0.22 -0.56 -0.03
H 1.4873 0.4304 3.3810 -0.46 0.08 0.28
H 3.0987 3.2345 -0.8442 0.47 -0.25 -0.05
C 5.3693 6.8842 0.9251 1.61 -0.60 -0.07
H 1.2273 -7.8862 -1.9263 -0.51 -0.99 0.13
C 2.8139 -4.7023 -3.5872 -1.96 -1.15 -1.77
H -3.2112 -4.4667 -2.0906 -0.07 -0.39 -0.03
```
Forces are in eV/Å.

F_max	0.1181	hartree/bohr
energy above the lowest of the compared OMol25 structures with the same formula, charge and spin	0.490	eV
multiplicity	1
HOMO energy	-8.088	eV
calculated total energy	-3398.92312	hartree

Löwdin population analysis, charges in e, atoms 1 to 8: 0.068, 0.167, 0.072, 0.073, -0.002, 0.086, 0.071, 0.095